1.
{
  "formula": "C21H23IrN3S2",
  "method": "wB97M-V/def2-TZVPD",
  "symbols": ["Ir", "C", "N", "C", "C", "N", "C", "C", "C", "C", "C", "C", "C", "S", "C", "C", "C", "C", "C", "C", "S", "H", "H", "H", "H", "H", "H", "H", "H", "H", "H", "H", "H", "H", "H", "H", "H", "H", "H", "C", "C", "C", "N", "C", "C", "H", "H", "H", "H", "H"],
  "coordinates": [[0.4674, -0.6950, 0.0057], [0.0244, -0.8274, 2.8328], [0.1649, 0.2840, 1.8164], [-1.1106, 1.0501, 1.7521], [-2.1445, 0.2015, 1.0393], [-1.6684, -0.1226, -0.3371], [-2.5440, -1.1640, -0.9452], [-1.7411, 1.0912, -1.1641], [-2.9222, 1.7850, -1.3332], [-2.9577, 2.9081, -2.1585], [-1.8175, 3.3433, -2.8266], [-0.6276, 2.6635, -2.6586], [-0.5919, 1.5434, -1.8170], [0.9145, 0.7554, -1.5445], [1.3602, 1.0498, 2.1988], [1.3022, 2.1694, 3.0061], [2.4907, 2.7688, 3.4069], [3.7092, 2.2324, 3.0177], [3.7576, 1.1027, 2.2126], [2.5764, 0.5065, 1.7939], [2.5958, -0.9330, 0.7532], [-0.2669, -0.3786, 3.7835], [0.9782, -1.3317, 2.9436], [-0.7345, -1.5475, 2.5305], [-0.9203, 1.9807, 1.2140], [-1.4610, 1.2961, 2.7556], [-3.1073, 0.7127, 1.0149], [-2.3044, -0.7430, 1.5560], [-3.5573, -0.7879, -1.0802], [-2.5802, -2.0283, -0.2841], [-2.1383, -1.4529, -1.9123], [-3.8372, 1.4659, -0.8509], [-3.8910, 3.4405, -2.2832], [-1.8597, 4.2116, -3.4689], [0.2755, 2.9922, -3.1573], [0.3565, 2.5837, 3.3294], [2.4591, 3.6531, 4.0277], [4.6313, 2.6997, 3.3347], [4.7088, 0.6929, 1.8987], [1.3094, -4.5297, -2.8597], [2.1526, -3.4323, -2.9285], [1.8667, -2.3154, -2.1708], [0.7851, -2.2479, -1.3748], [-0.0251, -3.3191, -1.3025], [0.2032, -4.4700, -2.0258], [1.5140, -5.4194, -3.4395], [3.0328, -3.4344, -3.5551], [2.5209, -1.4557, -2.1827], [-0.8716, -3.2447, -0.6345], [-0.4773, -5.3036, -1.9287]],
  "orbital_gap_ev": [6.5173, 5.0579],
  "total_energy_ha": -1878.4875,
  "charge": 2,
  "spin_multiplicity": 2,
  "lumo_ev": [-7.524, -8.987]
}


2.
{
  "formula": "C21H23N3O5S",
  "method": "wB97M-V/def2-TZVPD",
  "symbols": ["C", "C", "C", "C", "N", "C", "O", "C", "N", "C", "O", "O", "C", "C", "C", "S", "O", "O", "N", "C", "C", "C", "C", "C", "C", "C", "C", "C", "C", "C", "H", "H", "H", "H", "H", "H", "H", "H", "H", "H", "H", "H", "H", "H", "H", "H", "H", "H", "H", "H", "H", "H", "H"],
  "coordinates": [[-5.8391, -1.0791, 0.0551], [-4.3301, -1.0384, 0.2854], [-4.0215, -0.7057, 1.7464], [-3.6947, -2.3744, -0.1051], [-3.7902, 0.0209, -0.5777], [-2.4987, 0.3726, -0.6554], [-1.5848, -0.1477, -0.0529], [-2.2520, 1.5366, -1.6418], [-0.8909, 1.9731, -1.5416], [-0.5245, 3.1128, -0.8467], [-1.2642, 3.9771, -0.4730], [0.8236, 3.1043, -0.6861], [1.3005, 1.9388, -1.2115], [2.5862, 1.4484, -1.2047], [2.7611, 0.1953, -1.7748], [4.3040, -0.6571, -1.4521], [5.3981, 0.2606, -1.4693], [4.3738, -1.8361, -2.2610], [4.0600, -1.1543, 0.1374], [2.9897, -2.1334, 0.3293], [1.8740, -1.4300, 1.1262], [2.5856, -0.2206, 1.6606], [2.1739, 0.7255, 2.5732], [3.0347, 1.7710, 2.8849], [4.2827, 1.8602, 2.2908], [4.7057, 0.9155, 1.3647], [3.8400, -0.1159, 1.0576], [1.7249, -0.5173, -2.3561], [0.4334, -0.0152, -2.3699], [0.2322, 1.2077, -1.7552], [-6.0640, -1.2985, -0.9867], [-6.2859, -1.8546, 0.6705], [-6.2947, -0.1277, 0.3224], [-2.9469, -0.6509, 1.8933], [-4.4260, -1.4750, 2.3978], [-4.4607, 0.2513, 2.0189], [-3.9081, -2.6069, -1.1462], [-2.6184, -2.3248, 0.0302], [-4.0899, -3.1709, 0.5186], [-4.4644, 0.5546, -1.1030], [-2.4689, 1.2077, -2.6630], [-2.8818, 2.3934, -1.3867], [3.4150, 1.9876, -0.7812], [2.6719, -2.5088, -0.6416], [3.4080, -2.9667, 0.9020], [1.4914, -2.0671, 1.9229], [1.0297, -1.1309, 0.4992], [1.1988, 0.6574, 3.0315], [2.7262, 2.5204, 3.5979], [4.9391, 2.6776, 2.5485], [5.6647, 0.9839, 0.8784], [1.9525, -1.4749, -2.7967], [-0.3810, -0.5712, -2.8037]],
  "e_above_lowest_kj_mol": 124.1,
  "orbital_gap_ev": 8.7039,
  "smiles": "CC(C)(C)NC(=O)Cn1c(=O)oc2cc(S(=O)(=O)N3CCc4ccccc43)ccc21",
  "total_energy_ha": -1752.7526,
  "lumo_ev": 0.294
}


3.
{
  "formula": "C21H23N3OS",
  "method": "wB97M-V/def2-TZVPD",
  "symbols": ["C", "C", "C", "C", "N", "C", "O", "C", "S", "C", "N", "C", "C", "C", "C", "C", "C", "C", "C", "N", "C", "C", "C", "C", "C", "C", "H", "H", "H", "H", "H", "H", "H", "H", "H", "H", "H", "H", "H", "H", "H", "H", "H", "H", "H", "H", "H", "H", "H"],
  "coordinates": [[-1.6665, -5.2306, -3.2866], [-0.7721, -4.2874, -2.4922], [-1.5550, -3.5355, -1.4180], [-0.6638, -2.5930, -0.6112], [-0.1070, -1.5537, -1.4431], [1.2097, -1.3077, -1.5369], [2.0696, -1.9411, -0.9663], [1.5866, -0.2018, -2.5212], [0.3801, 1.1429, -2.6600], [0.3489, 1.6620, -0.9832], [1.0793, 0.9745, -0.1501], [1.0835, 1.3396, 1.1448], [1.9010, 0.4811, 2.0572], [1.0074, -0.5986, 2.6170], [-0.0255, -0.2598, 3.4824], [-0.8579, -1.2380, 3.9949], [-0.6646, -2.5653, 3.6478], [0.3587, -2.9059, 2.7807], [1.1900, -1.9268, 2.2618], [0.4107, 2.3382, 1.6462], [-0.3569, 3.0691, 0.8102], [-1.0974, 4.1572, 1.3098], [-1.8736, 4.9024, 0.4640], [-1.9470, 4.6016, -0.9047], [-1.2395, 3.5500, -1.4224], [-0.4368, 2.7696, -0.5774], [-1.0903, -5.7559, -4.0443], [-2.4618, -4.6779, -3.7825], [-2.1220, -5.9681, -2.6294], [-0.3078, -3.5689, -3.1710], [0.0298, -4.8558, -2.0175], [-2.3601, -2.9622, -1.8856], [-2.0118, -4.2499, -0.7310], [-1.2345, -2.1420, 0.2095], [0.1824, -3.1360, -0.1867], [-0.7548, -0.9664, -1.9481], [1.6707, -0.6224, -3.5249], [2.5458, 0.2202, -2.2240], [2.2918, 1.0974, 2.8677], [2.7136, 0.0315, 1.4881], [-0.1740, 0.7780, 3.7434], [-1.6582, -0.9659, 4.6681], [-1.3120, -3.3305, 4.0513], [0.5110, -3.9397, 2.5057], [1.9753, -2.1919, 1.5697], [-1.0292, 4.3769, 2.3633], [-2.4404, 5.7377, 0.8486], [-2.5661, 5.2081, -1.5486], [-1.2799, 3.3028, -2.4737]],
  "e_above_lowest_kj_mol": 4.5,
  "orbital_gap_ev": 8.5960,
  "smiles": "CCCCNC(=O)CSc1nc(Cc2ccccc2)nc2ccccc12",
  "total_energy_ha": -1451.7838,
  "lumo_ev": -0.128
}


4.
{
  "formula": "C21H23NO5",
  "method": "wB97M-V/def2-TZVPD",
  "symbols": ["C", "H", "H", "H", "C", "N", "C", "O", "C", "H", "H", "O", "C", "O", "C", "C", "C", "C", "C", "C", "H", "H", "O", "C", "C", "H", "O", "H", "H", "H", "H", "C", "C", "C", "C", "C", "C", "C", "H", "H", "H", "H", "H", "H", "H", "C", "H", "H", "H", "H"],
  "coordinates": [[-5.0469, -1.1945, -0.3684], [-5.5829, -1.9058, 0.0729], [-4.7198, -1.5081, -1.4668], [-5.5715, -0.2856, -0.5948], [-3.7828, -1.1408, 0.1816], [-2.9470, -0.1974, -0.3861], [-3.2774, 1.0646, -0.4620], [-4.2375, 1.7306, -0.3624], [-2.2466, 2.0926, -1.5082], [-2.3708, 3.0533, -1.1250], [-2.4439, 2.1514, -2.4658], [-0.9199, 1.8844, -1.3231], [-0.2028, 2.1509, -0.2529], [-0.7719, 3.1606, 0.6603], [1.1691, 1.8762, -0.1222], [1.7160, 1.0264, -0.7993], [3.1101, 0.4353, -0.6590], [3.7431, 0.9518, 0.5094], [3.2701, 1.9481, 1.2919], [1.8461, 2.3231, 1.2687], [1.3379, 2.9119, 1.7759], [3.6095, 2.2267, 2.3844], [5.0597, 0.7246, 0.7227], [5.6354, 0.0778, -0.2787], [4.7473, -0.7800, -1.3836], [5.3054, -1.3993, -2.0142], [3.6275, -0.4500, -1.6302], [4.4760, -1.5574, -0.4529], [6.5099, -0.5135, 0.0353], [6.0254, 0.7719, -1.0933], [1.2780, 0.8529, -1.8634], [-1.8527, -0.8385, -1.2348], [-0.6090, -1.1046, -0.2031], [-0.4727, -0.6699, 0.9884], [0.6282, -0.9128, 1.7813], [1.6391, -1.5518, 1.3550], [1.4403, -2.3573, -0.0845], [0.3009, -2.0408, -0.4102], [0.1467, -2.4919, -1.6210], [2.0180, -2.9528, -0.1842], [2.5448, -2.0648, 2.0784], [0.6584, -0.2931, 2.9734], [-1.2656, 0.1348, 1.4039], [-2.2801, -1.8872, -1.4902], [-1.5698, -0.1631, -2.0279], [-3.9501, -0.4648, 1.7087], [-4.6552, -1.2104, 2.3039], [-3.0564, -0.4053, 2.3240], [-4.5945, 0.6432, 1.5371], [-3.4150, -1.8514, 0.5113]],
  "e_above_lowest_kj_mol": 2309.3,
  "orbital_gap_ev": 8.2205,
  "total_energy_ha": -1244.1852,
  "lumo_ev": -0.162
}


5.
{
  "formula": "C21H24BN6NiO4S2",
  "method": "wB97M-V/def2-TZVPD",
  "symbols": ["Ni", "C", "N", "C", "C", "N", "B", "N", "C", "C", "N", "C", "C", "S", "C", "S", "H", "H", "H", "H", "H", "H", "H", "H", "H", "H", "H", "H", "O", "C", "C", "C", "C", "C", "C", "C", "O", "N", "O", "O", "H", "H", "H", "H", "C", "C", "C", "C", "C", "C", "N", "H", "H", "H", "H", "H", "H", "H", "H"],
  "coordinates": [[0.1757, 0.1738, 0.1533], [-2.9167, 2.4819, -1.3831], [-1.7711, 2.2927, -2.2521], [-1.8407, 2.0891, -3.6128], [-0.5708, 1.9188, -4.0376], [0.2708, 2.0132, -2.9520], [1.8292, 1.8434, -3.0731], [2.1568, 0.3113, -2.9742], [2.2385, -0.5266, -4.0612], [2.4985, -1.7769, -3.6162], [2.5792, -1.6970, -2.2463], [2.7875, -2.8304, -1.3588], [2.3529, -0.4209, -1.8619], [2.3742, 0.1440, -0.2335], [-0.4746, 2.2293, -1.8513], [0.0433, 2.4325, -0.2209], [-3.7192, 2.9324, -1.9651], [-2.6354, 3.1359, -0.5624], [-3.2374, 1.5267, -0.9730], [-2.7761, 2.0939, -4.1430], [-0.1842, 1.7506, -5.0265], [2.1221, 2.1813, -4.2012], [2.3862, 2.4545, -2.2116], [2.1202, -0.1532, -5.0624], [2.6364, -2.7061, -4.1394], [3.4480, -3.5376, -1.8599], [1.8362, -3.3057, -1.1218], [3.2486, -2.4742, -0.4421], [-1.7832, 0.1354, 0.4422], [-2.4295, -0.0039, 1.4822], [-2.0088, 0.0711, 2.8460], [-3.0012, -0.1684, 3.7999], [-2.7253, -0.1074, 5.1414], [-1.4167, 0.2100, 5.5892], [-0.4326, 0.4583, 4.6936], [-0.6516, 0.4078, 3.2563], [0.2708, 0.6373, 2.4615], [-3.7694, -0.3583, 6.0982], [-4.8950, -0.6163, 5.6906], [-3.4919, -0.2858, 7.2891], [-3.5076, -0.2059, 1.3586], [-4.0078, -0.4109, 3.4821], [-1.2304, 0.2486, 6.6532], [0.5718, 0.7015, 5.0148], [1.0001, -2.4584, 2.2008], [0.3160, -2.7219, 0.8977], [-0.1162, -3.9311, 0.3826], [-0.6825, -3.6563, -0.8908], [-0.5750, -2.2914, -1.0816], [-1.0605, -1.4638, -2.2311], [0.0362, -1.7278, 0.0044], [1.4475, -3.3797, 2.5791], [0.3101, -2.0894, 2.9638], [1.7825, -1.7064, 2.0870], [-0.0160, -4.8922, 0.8663], [-1.1171, -4.3601, -1.5865], [-1.2313, -2.0913, -3.1080], [-0.3344, -0.6940, -2.5094], [-1.9958, -0.9472, -1.9944]],
  "e_above_lowest_kj_mol": 0.0,
  "orbital_gap_ev": [6.8045, 6.8037],
  "total_energy_ha": -3773.7858,
  "charge": -1,
  "lumo_ev": [2.482, 2.481]
}